11
Properties=species:S:1:pos:R:3:lowdin_charge:R:1 method="wB97M-V/def2-TZVPD" homo_lumo_gap_ev="8.6 / 8.6" de_lowest_ev=5.805 total_energy_ev=-7760.7214 total_charge=0 homo_energy_ev="-9.4 / -9.4"
H 2.07224 -0.75198 0.85460 0.11
C -0.55964 0.58890 0.37989 -0.13
C 0.21834 -1.20052 0.29704 -0.07
H -0.03468 -1.73505 1.21290 0.11
H -0.42531 -1.36245 -0.56674 0.12
C -1.62922 1.00265 0.79244 0.14
C 0.99032 0.78146 -0.37016 -0.47
H -2.56164 1.41562 1.11634 0.03
N 1.44907 -0.76196 0.05352 -0.01
O 0.99180 1.08489 -1.54149 0.01
H 1.59917 1.28929 0.41267 0.15